ORCA calculation (ωB97M-V with the def2-TZVPD basis set) on a 2-piece molecular cluster, C10H16O overall.

The geometry in XYZ format:
```
27
C10H16O ωB97M-V with the def2-TZVPD basis set
C 1.98540 -2.10148 0.18033
C -0.07786 0.72375 1.86596
C 0.93797 0.00623 1.27387
C -1.32292 0.01105 1.85719
C 0.89824 -1.26735 0.73610
C -1.46702 -1.29254 1.28167
C -0.40333 -1.90504 0.72340
O -2.30608 0.67587 2.47243
H 0.04217 1.72375 2.24557
H 1.95451 0.39712 1.34808
H -2.79798 0.09612 3.08739
H -2.49670 -1.63110 1.25366
H 2.06229 -3.00966 0.77703
H 2.99344 -1.67117 0.15835
H -0.47086 -2.84383 0.19549
H 1.80442 -2.09234 -0.90831
C 0.75053 1.45827 -3.36424
C -0.60801 0.81075 -3.30250
C 1.30377 2.19093 -2.12105
H 1.52438 0.77531 -3.71934
H 0.78602 2.27690 -4.09337
H -1.37487 1.35016 -2.74302
H 2.38407 2.17401 -1.96655
H 0.89256 3.19616 -2.05345
H 0.98901 1.71408 -1.17400
H -1.04610 0.63805 -4.28104
H -0.60585 -0.20647 -2.87686
```

Total charge ... +1
Orbital gap (spin up / spin down) ... 9.683 / 6.055 eV
⟨S²⟩ ... 0.77
2S+1 ... 2
E_HOMO (spin up / spin down) ... -0.505 / -0.505 Eh